(1)
{"formula": "C2H8N2O2", "method": "ωB97M-V/def2-TZVPD", "symbols": ["C", "N", "C", "N", "O", "H", "H", "H", "H", "H", "H", "H", "H", "O"], "positions_angstrom": [[-1.227, 0.878, -1.778], [-0.052, 0.256, -1.187], [0.540, 0.545, 0.012], [1.706, -0.193, 0.125], [0.143, 1.391, 0.861], [-1.606, 1.746, -1.070], [-1.975, 0.076, -1.769], [-1.133, 1.307, -2.738], [0.552, -0.043, -1.818], [1.819, -0.761, -0.677], [2.206, 0.057, 0.994], [-0.084, -1.332, 2.346], [-0.906, -2.107, 3.520], [0.015, -1.821, 3.181]], "forces_ev_per_angstrom": [[-1.684, 0.750, 3.710], [-3.024, 2.176, 2.260], [-0.319, 2.284, 1.507], [-1.700, 2.113, 1.903], [0.760, -2.495, -2.029], [0.802, -1.848, -1.293], [-0.333, 0.594, -0.363], [0.673, 0.200, -1.092], [3.095, -1.819, -3.435], [1.478, -0.986, 0.270], [0.228, -1.026, -1.417], [-0.373, -0.252, 0.563], [2.258, 0.962, -1.221], [-1.860, -0.654, 0.637]], "orbital_gap_ev": 10.51, "e_above_lowest_ev": 1.2968, "smiles": "CNC(N)=O.O", "total_energy_ev": -9278.61377}

(2)
{"formula": "C20H49BClN4O5S2", "method": "ωB97M-V/def2-TZVPD", "symbols": ["C", "C", "Cl", "C", "C", "N", "C", "C", "S", "O", "O", "C", "N", "O", "B", "O", "O", "C", "S", "H", "H", "H", "H", "H", "H", "H", "H", "H", "H", "H", "H", "H", "H", "H", "H", "H", "H", "H", "C", "C", "N", "C", "C", "C", "C", "H", "H", "H", "H", "H", "H", "H", "H", "H", "H", "H", "H", "H", "H", "H", "C", "C", "N", "C", "C", "C", "C", "H", "H", "H", "H", "H", "H", "H", "H", "H", "H", "H", "H", "H", "H", "H"], "positions_angstrom": [[2.004, 0.447, 0.672], [2.391, 1.633, -0.209], [3.614, 1.152, -1.466], [1.199, 2.293, -0.892], [0.531, 1.416, -1.939], [1.147, 1.654, -3.294], [0.635, 0.744, -4.396], [1.407, -0.570, -4.266], [0.854, -1.934, -5.300], [-0.254, -2.573, -4.658], [2.026, -2.638, -5.711], [-0.907, 0.695, -4.356], [-1.519, 0.617, -3.040], [-1.279, -0.683, -2.525], [-2.416, -1.528, -2.411], [-2.154, -2.846, -2.302], [-3.693, -1.071, -2.419], [-0.978, 1.546, -2.061], [-1.585, 3.217, -2.497], [1.990, 0.782, 1.709], [2.711, -0.377, 0.607], [1.014, 0.055, 0.429], [2.889, 2.394, 0.387], [1.497, 3.256, -1.318], [0.463, 2.524, -0.112], [0.731, 0.366, -1.714], [2.156, 1.484, -3.168], [1.037, 2.635, -3.560], [0.932, 1.237, -5.324], [2.454, -0.424, -4.545], [1.376, -0.976, -3.252], [0.362, -1.267, -6.378], [-1.253, -0.172, -4.916], [-1.309, 1.582, -4.846], [-1.217, -3.049, -2.384], [-3.845, -0.208, -2.036], [-1.411, 1.292, -1.093], [-0.437, 3.882, -2.301], [-1.668, -5.508, -0.351], [-0.319, -4.953, 0.076], [-0.265, -4.569, 1.476], [0.914, -3.795, 1.818], [2.286, -4.469, 1.704], [-0.649, -5.604, 2.429], [0.135, -6.920, 2.406], [-2.468, -4.807, -0.114], [-1.670, -5.673, -1.429], [-1.890, -6.465, 0.122], [-0.110, -4.041, -0.498], [0.466, -5.673, -0.206], [0.781, -3.423, 2.838], [0.910, -2.909, 1.170], [2.461, -5.180, 2.509], [3.074, -3.714, 1.759], [2.401, -4.996, 0.756], [-1.705, -5.828, 2.268], [-0.594, -5.158, 3.425], [0.294, -7.277, 1.387], [-0.426, -7.690, 2.937], [1.108, -6.835, 2.888], [-2.449, 4.761, 1.372], [-1.593, 3.890, 2.277], [-0.222, 4.364, 2.399], [0.664, 3.397, 3.026], [0.425, 2.996, 4.484], [-0.069, 5.747, 2.842], [-0.690, 6.135, 4.187], [-1.988, 4.870, 0.388], [-3.432, 4.307, 1.245], [-2.603, 5.756, 1.788], [-1.540, 2.880, 1.854], [-2.099, 3.782, 3.247], [1.688, 3.770, 2.923], [0.604, 2.496, 2.400], [0.742, 3.773, 5.176], [0.999, 2.097, 4.718], [-0.625, 2.774, 4.676], [-0.487, 6.393, 2.067], [1.002, 5.962, 2.855], [-1.698, 5.733, 4.298], [-0.764, 7.221, 4.257], [-0.098, 5.794, 5.034]], "forces_ev_per_angstrom": [[0.077, -0.018, 0.047], [-0.169, 0.094, 0.167], [0.017, -0.028, -0.025], [-0.047, 0.091, 0.075], [-0.024, -0.081, 0.047], [0.221, -0.141, -0.132], [-0.139, -0.079, 0.082], [0.160, -0.022, 0.084], [0.049, 0.135, -0.094], [0.004, -0.015, 0.011], [-0.077, -0.046, 0.069], [0.032, 0.108, 0.005], [-0.341, -0.080, 0.131], [0.250, -0.054, 0.122], [0.018, 0.051, -0.081], [-0.060, 0.124, 0.153], [0.003, -0.362, 0.190], [0.006, 0.241, 0.017], [0.097, -0.034, -0.191], [-0.113, -0.068, -0.007], [0.057, 0.083, -0.034], [0.026, 0.001, -0.015], [0.158, -0.077, -0.073], [0.000, -0.024, 0.011], [0.047, 0.051, 0.006], [-0.052, 0.020, -0.042], [0.015, 0.150, 0.006], [-0.174, -0.028, 0.009], [-0.022, -0.066, -0.017], [-0.024, 0.040, 0.031], [-0.099, -0.039, -0.057], [0.023, -0.024, -0.039], [-0.036, 0.047, 0.003], [0.073, 0.027, 0.044], [-0.020, -0.126, -0.196], [0.031, 0.288, -0.263], [0.036, -0.119, -0.043], [-0.048, 0.022, 0.133], [0.011, 0.037, -0.038], [0.010, -0.025, -0.013], [0.029, 0.006, -0.034], [-0.022, 0.048, 0.036], [0.009, 0.026, 0.000], [-0.041, -0.011, 0.053], [-0.006, 0.002, 0.021], [-0.004, -0.015, 0.018], [-0.028, 0.001, 0.002], [0.033, 0.005, 0.023], [0.017, -0.012, -0.015], [0.004, -0.001, 0.024], [0.003, -0.009, 0.005], [-0.013, -0.014, -0.031], [-0.015, -0.020, -0.017], [0.008, -0.005, 0.014], [0.000, 0.010, -0.002], [0.002, 0.018, -0.040], [0.018, -0.007, -0.001], [-0.024, -0.010, 0.002], [0.010, 0.003, 0.010], [0.016, 0.011, -0.038], [0.002, -0.018, -0.014], [-0.002, 0.024, 0.029], [-0.001, -0.004, -0.094], [0.111, -0.077, -0.172], [-0.031, 0.010, -0.010], [0.015, 0.060, 0.007], [0.018, 0.013, -0.002], [0.002, 0.014, 0.015], [0.004, 0.000, -0.017], [-0.003, -0.004, 0.012], [-0.010, -0.022, 0.028], [0.010, 0.005, 0.002], [-0.008, 0.024, 0.010], [-0.012, -0.059, 0.108], [-0.033, 0.015, -0.006], [0.008, 0.008, -0.001], [0.003, -0.009, -0.004], [-0.023, -0.032, -0.015], [-0.002, -0.009, 0.019], [-0.009, 0.023, -0.013], [0.014, -0.003, 0.009], [-0.023, -0.041, -0.003]], "orbital_gap_ev": 6.86, "total_charge": 1, "total_energy_ev": -72597.00988}